C16H28Cl2F3N5O19 | wB97M-V/def2-TZVPD

The geometry in XYZ format:
```
73
Properties=species:S:1:pos:R:3
C 0.116 -3.949 -3.739
N -0.436 -5.343 -3.823
O -1.046 -5.758 -2.857
O -0.229 -5.968 -4.842
H 1.169 -4.065 -3.509
H -0.414 -3.419 -2.960
H -0.126 -3.489 -4.692
C 3.124 -1.448 4.000
N 4.157 -1.446 2.929
O 3.834 -1.892 1.840
O 5.266 -1.069 3.223
H 3.159 -2.477 4.363
H 2.157 -1.248 3.556
H 3.421 -0.790 4.806
C -2.157 0.602 -3.545
N -1.876 1.788 -2.695
O -0.758 2.267 -2.732
O -2.795 2.216 -2.032
H -1.388 0.501 -4.304
H -3.069 0.855 -4.085
H -2.244 -0.294 -2.946
C -0.792 0.769 3.807
N -1.077 -0.674 4.035
O -2.172 -0.954 4.474
O -0.199 -1.480 3.792
H -1.086 1.008 2.788
H 0.241 1.003 4.026
H -1.488 1.270 4.476
C 5.384 0.977 -0.103
N 5.899 1.740 1.071
O 5.325 1.633 2.131
O 6.887 2.440 0.883
H 4.303 0.982 -0.100
H 5.808 -0.020 0.004
H 5.800 1.480 -0.967
C -2.997 -3.422 -0.210
C -3.290 -2.123 0.533
O -2.008 -1.621 0.756
C -1.128 -2.694 0.792
O 0.006 -2.580 1.106
O -1.734 -3.799 0.341
F -3.948 -2.334 1.705
H -2.851 -3.197 -1.266
H -3.752 -4.181 -0.047
H -3.838 -1.389 -0.062
C 1.647 4.207 -2.998
C 2.241 3.883 -1.637
O 3.046 2.759 -1.889
C 2.805 2.284 -3.148
O 3.357 1.354 -3.622
O 1.863 3.030 -3.760
F 1.306 3.556 -0.703
H 2.130 5.080 -3.435
H 0.589 4.441 -2.877
H 2.844 4.688 -1.217
C -5.304 0.885 2.240
C -5.549 2.107 1.354
O -4.325 2.337 0.714
C -3.363 1.521 1.224
O -2.230 1.480 0.876
O -3.889 0.679 2.125
F -5.888 3.186 2.118
H -5.831 0.001 1.888
H -5.507 1.076 3.288
H -6.302 1.993 0.577
Cl 0.300 -1.029 -1.750
C 1.493 -0.320 -0.642
C 0.808 0.570 0.379
Cl 2.078 1.350 1.345
H 2.172 0.263 -1.257
H 1.975 -1.129 -0.098
H 0.175 -0.020 1.037
H 0.199 1.359 -0.056
```

Calculated values
- spin multiplicity = 1
- total energy (eV) = -96583.632
- SMILES string = O=C1OC[C@@H](F)O1.O=C1OC[C@@H](F)O1.O=C1OC[C@@H](F)O1.C[N+](=O)[O-].C[N+](=O)[O-].C[N+](=O)[O-].C[N+](=O)[O-].C[N+](=O)[O-].ClCCCl

Here are the Löwdin charges for atoms 1 to 6, given in e:
1 C 0.0347
2 N -0.4524
3 O 0.0583
4 O 0.0657
5 H 0.1069
6 H 0.0330

C4H5CsMgO5 | wB97M-V/def2-TZVPD

The geometry in XYZ format:
```
16
Properties=species:S:1:pos:R:3
O 0.793 -1.835 -2.480
C 0.078 -1.886 -1.442
O -0.579 -2.843 -1.069
O 0.108 -0.712 -0.707
C 0.159 0.486 1.342
C -0.088 -0.770 0.621
Cs -0.842 -6.865 -3.768
H 0.022 0.387 2.423
H 1.229 0.722 1.229
H -1.174 0.001 1.079
H 0.297 -1.680 1.096
Mg 1.991 -0.677 -3.383
O -0.378 2.398 0.820
C -0.432 3.412 1.484
O -0.675 4.582 1.048
H -0.509 5.280 1.706
```

Calculated values
- spin multiplicity = 2
- energy above the lowest of the compared OMol25 structures with the same formula, charge and spin (kJ/mol) = 350.2
- expectation value of S² = 0.7530
- net charge = +3

Here are the Löwdin charges for atoms 1 to 6, given in e:
1 O -0.1007
2 C -0.6771
3 O 0.1565
4 O 0.0399
5 C 0.0644
6 C -0.1187

C16H17N | wB97M-V/def2-TZVPD

The geometry in XYZ format:
```
34
Properties=species:S:1:pos:R:3
C -0.110 -0.219 3.654
C -2.169 0.900 2.871
C -0.756 0.892 2.908
C -2.870 1.935 2.337
C -2.090 3.028 1.830
C -0.095 2.070 2.684
C -0.731 3.207 2.096
H -2.604 0.081 3.375
H -3.906 2.005 2.510
H 0.931 0.015 3.640
H -0.194 -1.210 3.223
H -2.622 3.871 1.401
H 1.003 2.234 2.862
H -0.301 4.153 1.703
H -0.344 -0.308 4.683
C -0.526 -3.144 -3.461
C 1.179 -0.809 -1.119
C 0.790 -1.216 -2.442
C 0.007 -2.393 -2.295
C -0.017 -2.695 -0.952
C 2.475 1.047 -2.001
C 2.127 0.242 -0.943
C 1.801 0.812 -3.194
C 1.146 -0.324 -3.483
N 0.850 -1.855 -0.254
H 3.192 1.892 -1.928
H 2.386 0.391 0.078
H 2.079 1.418 -4.019
H 0.943 -0.689 -4.495
H 0.640 -1.810 0.701
H -0.302 -3.587 -0.366
H -1.537 -3.417 -3.577
H 0.086 -4.028 -3.703
H -0.460 -2.488 -4.327
```

Calculated values
- spin multiplicity = 2
- energy above the lowest of the compared OMol25 structures with the same formula, charge and spin (kJ/mol) = 186.0
- expectation value of S² = 0.7765
- net charge = +1

Here are the natural (NBO) charges for atoms 1 to 6, given in e:
1 C -0.6296
2 C -0.1965
3 C -0.0498
4 C -0.2115
5 C -0.1955
6 C -0.2147

C21H30N4O | wB97M-V/def2-TZVPD

The geometry in XYZ format:
```
56
Properties=species:S:1:pos:R:3
O 0.143 2.888 1.748
C -0.568 2.308 0.945
N -1.306 2.957 0.017
H -1.797 2.416 -0.676
C -1.145 4.362 -0.256
C -0.556 4.620 -1.644
C 0.823 3.973 -1.822
N 0.712 2.534 -2.003
C 0.497 2.123 -3.379
C 1.756 2.191 -4.255
C 2.878 1.376 -3.617
C 3.105 1.852 -2.184
C 1.788 1.764 -1.406
H 1.462 0.718 -1.378
H 1.923 2.098 -0.375
H 3.862 1.238 -1.693
H 3.460 2.886 -2.190
H 2.594 0.321 -3.603
H 3.795 1.472 -4.202
H 1.525 1.810 -5.251
H 2.077 3.230 -4.361
H 0.142 1.086 -3.357
H -0.292 2.742 -3.813
H 1.334 4.462 -2.665
H 1.411 4.164 -0.922
H -1.240 4.237 -2.404
H -0.466 5.699 -1.784
H -0.480 4.752 0.519
H -2.117 4.862 -0.171
C -0.739 0.825 0.963
C -1.013 0.096 -0.182
C -1.117 -1.284 -0.064
N -1.367 -2.229 -1.027
C -1.363 -3.361 -0.398
N -1.122 -3.263 0.941
C -0.957 -1.922 1.192
C -0.672 -1.186 2.335
C -0.561 0.179 2.196
H -0.326 0.795 3.050
H -0.534 -1.653 3.297
C -1.078 -4.362 1.869
H -1.217 -5.269 1.273
C -2.179 -4.283 2.942
H -3.110 -4.734 2.603
C -1.570 -5.004 4.139
C -0.119 -4.525 4.133
H 0.539 -5.192 4.688
C 0.256 -4.452 2.648
H 0.887 -3.590 2.432
H 0.802 -5.345 2.345
H -0.058 -3.537 4.591
H -2.083 -4.772 5.071
H -1.609 -6.083 3.983
H -2.374 -3.239 3.189
H -1.531 -4.309 -0.872
H -1.108 0.555 -1.153
```

Calculated values
- spin multiplicity = 1
- energy above the lowest of the compared OMol25 structures with the same formula, charge and spin (kJ/mol) = 47.3
- SMILES string = O=C(NCCCN1CCCCC1)c1ccc2c(c1)ncn2C1CCCC1

Here are the natural (NBO) charges for atoms 1 to 6, given in e:
1 O -0.6455
2 C 0.6746
3 N -0.5958
4 H 0.3952
5 C -0.2241
6 C -0.4066

C44H83N5O12S6 | wB97M-V/def2-TZVPD

The geometry in XYZ format:
```
150
Properties=species:S:1:pos:R:3
C 4.923 -0.310 -1.121
C 6.020 0.408 -0.342
C 6.586 -0.337 0.853
C 5.598 -0.705 1.888
N 4.830 -0.983 2.692
H 4.447 0.330 -1.868
H 4.125 -0.716 -0.501
H 5.333 -1.126 -1.725
H 5.546 1.312 0.049
H 6.829 0.688 -1.014
H 7.389 0.231 1.327
H 7.110 -1.272 0.625
C 1.262 -1.752 -3.491
C 1.085 -2.992 -4.362
C 2.110 -3.034 -5.518
C 2.207 -1.838 -6.323
N 2.304 -0.885 -6.951
H 2.304 -1.429 -3.401
H 0.855 -1.818 -2.484
H 0.784 -0.898 -3.972
H 0.093 -2.963 -4.812
H 1.236 -3.910 -3.798
H 1.827 -3.814 -6.235
H 3.061 -3.386 -5.116
C 0.880 1.750 -4.590
C -0.569 2.173 -4.788
C -1.525 1.014 -4.509
C -2.930 1.373 -4.707
N -4.047 1.571 -4.877
H 1.577 2.580 -4.721
H 1.162 0.921 -5.239
H 1.090 1.441 -3.558
H -0.719 2.556 -5.799
H -0.776 3.022 -4.131
H -1.331 0.541 -3.546
H -1.274 0.212 -5.212
C -1.907 1.915 7.374
C -1.101 2.089 6.068
C -1.936 2.004 4.805
C -2.517 0.650 4.645
N -2.958 -0.403 4.548
H -1.211 1.815 8.205
H -2.535 1.031 7.270
H -2.525 2.789 7.583
H -0.340 1.313 6.003
H -0.687 3.099 6.073
H -1.355 2.074 3.878
H -2.695 2.766 4.629
C -5.204 -2.226 -4.743
C -5.340 -3.164 -3.549
C -4.021 -3.384 -2.785
C -3.282 -2.151 -2.502
N -2.669 -1.197 -2.316
H -4.539 -2.478 -5.568
H -4.944 -1.240 -4.347
H -6.174 -2.098 -5.234
H -5.710 -4.107 -3.966
H -6.129 -2.879 -2.855
H -3.318 -3.991 -3.358
H -4.263 -3.924 -1.871
C 3.587 3.965 4.583
C 3.553 2.569 5.268
C 4.363 1.589 4.415
S 5.757 2.556 3.852
O 5.991 2.161 2.467
O 6.858 2.495 4.792
C 4.958 4.205 3.990
H 3.228 4.724 5.270
H 2.893 3.846 3.747
H 2.549 2.165 5.369
H 4.052 2.631 6.239
H 3.777 1.369 3.521
H 4.795 0.652 4.754
H 4.928 4.544 2.954
H 5.597 4.877 4.557
C -3.225 -3.809 1.653
C -4.455 -4.350 2.400
C -5.701 -3.658 1.859
S -5.150 -2.015 1.346
O -5.771 -0.993 2.163
O -5.203 -1.870 -0.097
C -3.375 -2.288 1.786
H -3.245 -4.181 0.629
H -2.347 -4.221 2.148
H -4.375 -4.142 3.472
H -4.589 -5.433 2.434
H -6.454 -3.472 2.621
H -6.133 -4.107 0.966
H -3.368 -1.993 2.838
H -2.803 -1.566 1.209
C 1.304 -0.218 -0.153
C -0.174 -0.516 0.179
C -0.592 0.415 1.293
S 0.851 0.669 2.346
O 0.750 -0.225 3.478
O 1.136 2.079 2.587
C 2.037 -0.062 1.168
H 1.347 0.681 -0.771
H 1.796 -1.019 -0.705
H -0.223 -1.577 0.460
H -0.768 -0.530 -0.738
H -1.404 0.154 1.972
H -0.842 1.389 0.866
H 2.308 -1.014 1.626
H 2.973 0.497 1.150
C -2.859 3.029 -1.336
C -4.099 2.127 -1.410
C -4.388 1.618 -0.026
S -4.010 2.982 1.100
O -3.081 2.546 2.131
O -5.237 3.631 1.526
C -3.041 3.961 -0.148
H -2.801 3.599 -2.266
H -1.907 2.495 -1.297
H -4.064 1.353 -2.183
H -4.920 2.685 -1.879
H -3.621 0.873 0.224
H -5.306 1.104 0.248
H -2.097 4.274 0.292
H -3.598 4.847 -0.447
C 1.583 -5.298 -0.688
C 0.804 -4.123 -0.048
C -0.412 -3.808 -0.916
S -1.004 -5.485 -1.455
O -1.324 -5.428 -2.860
O -1.972 -5.943 -0.485
C 0.576 -6.335 -1.131
H 2.305 -5.698 0.022
H 2.194 -4.976 -1.534
H 1.375 -3.220 0.167
H 0.381 -4.412 0.919
H -0.185 -3.372 -1.891
H -1.245 -3.275 -0.466
H 0.786 -6.985 -1.978
H 0.338 -7.000 -0.298
C 3.284 3.222 -1.065
C 3.695 3.952 0.232
C 2.421 4.634 0.815
S 1.068 4.435 -0.418
O 0.420 5.718 -0.658
O 0.287 3.246 -0.168
C 2.222 4.061 -1.764
H 2.788 2.300 -0.744
H 4.119 2.919 -1.693
H 4.448 4.698 -0.006
H 3.992 3.215 0.976
H 2.543 5.715 0.851
H 2.051 4.264 1.768
H 2.602 5.026 -2.105
H 1.662 3.598 -2.574
```

Calculated values
- spin multiplicity = 1
- energy above the lowest of the compared OMol25 structures with the same formula, charge and spin (kJ/mol) = 0.0
- SMILES string = O=S1(=O)CCCC1.O=S1(=O)CCCC1.O=S1(=O)CCCC1.O=S1(=O)CCCC1.O=S1(=O)CCCC1.O=S1(=O)CCCC1.CCCC#N.CCCC#N.CCCC#N.CCCC#N.CCCC#N

Here are the Löwdin charges for atoms 1 to 6, given in e:
1 C -0.1001
2 C -0.2399
3 C -0.1839
4 C -0.2060
5 N 0.1805
6 H 0.0650

C18H13BrN4O3Ru | wB97M-V/def2-TZVPD

The geometry in XYZ format:
```
40
Properties=species:S:1:pos:R:3
Ru 8.176 9.275 10.158
O 9.211 13.328 9.610
C 8.808 12.271 10.057
N 9.055 11.058 9.507
C 9.571 11.087 8.139
C 9.622 9.759 7.424
C 9.990 9.656 6.077
C 9.906 8.478 5.384
C 9.430 7.369 6.155
C 9.185 7.538 7.486
N 9.159 8.750 8.107
C 7.913 12.220 11.243
C 7.642 13.384 11.947
C 6.792 13.305 13.082
C 6.274 11.995 13.433
C 6.618 10.907 12.636
N 7.398 11.022 11.551
H 10.582 11.475 8.074
H 8.932 11.726 7.472
H 10.415 10.530 5.637
H 10.108 8.323 4.353
H 9.468 6.356 5.792
H 8.943 6.705 8.103
H 8.064 14.355 11.598
H 6.611 14.210 13.661
H 5.714 11.905 14.378
H 6.221 9.904 12.821
Br 4.970 10.366 9.047
C 4.894 8.538 9.534
C 3.709 7.824 9.687
C 3.820 6.510 10.098
C 5.066 5.975 10.304
C 6.187 6.768 10.234
N 6.096 8.069 9.829
C 7.597 6.329 10.665
O 7.835 5.160 10.736
O 8.496 7.318 10.892
H 2.754 8.338 9.473
H 2.887 6.005 10.315
H 5.132 4.945 10.698
```

Calculated values
- spin multiplicity = 6
- expectation value of S² = 8.7603
- total energy (eV) = -103596.849
- net charge = +1

Here are the natural (NBO) charges for atoms 1 to 6, given in e:
1 Ru 1.8040
2 O -0.5604
3 C 0.6184
4 N -0.7107
5 C -0.2740
6 C 0.2595

C3H7N3 | wB97M-V/def2-TZVPD

The geometry in XYZ format:
```
13
Properties=species:S:1:pos:R:3
C -1.014 -1.199 -0.003
C 1.035 0.309 0.590
C -0.159 -0.044 -0.468
N -0.075 1.252 0.759
N 2.229 0.694 0.644
N -0.053 0.381 -1.677
H -0.863 1.123 1.381
H 0.147 2.231 0.599
H 2.849 0.029 0.184
H -0.395 -0.295 -2.356
H -2.061 -0.877 0.059
H -0.725 -1.573 0.981
H -0.914 -2.031 -0.693
```

Calculated values
- spin multiplicity = 1
- energy above the lowest of the compared OMol25 structures with the same formula, charge and spin (kJ/mol) = 343.3

Here are the natural (NBO) charges for atoms 1 to 6, given in e:
1 C -0.6824
2 C 0.3093
3 C 0.3451
4 N -0.7414
5 N -0.6288
6 N -0.8058

C2H2O2Pt | wB97M-V/def2-TZVPD

The geometry in XYZ format:
```
7
Properties=species:S:1:pos:R:3
O 0.320 1.410 0.546
C -0.592 0.581 0.224
C -0.204 -0.702 -0.280
O 1.040 -0.899 -0.539
Pt 1.836 0.681 -0.173
H -0.962 -1.367 -0.713
H -1.437 0.297 0.933
```

Calculated values
- spin multiplicity = 4
- energy above the lowest of the compared OMol25 structures with the same formula, charge and spin (kJ/mol) = 0.0
- expectation value of S² = 3.7583
- net charge = +1

Here are the natural (NBO) charges for atoms 1 to 6, given in e:
1 O -0.5673
2 C 0.1644
3 C 0.2201
4 O -0.5700
5 Pt 1.2853
6 H 0.2373